[1]
63
Properties=species:S:1:pos:R:3 method="wB97M-V/def2-TZVPD" charge=+2 multiplicity=1 homo_ev=-14.495 orbital_gap_ev=5.776 relative_energy_kj_mol=0.0 e_tot_ha=-2660.68793
W -1.56 0.43 -0.69
S -1.76 -0.08 1.56
C -3.01 -1.27 1.79
C -3.39 -1.69 3.06
C -4.38 -2.65 3.18
C -4.97 -3.20 2.04
C -4.59 -2.80 0.78
C -3.60 -1.82 0.65
S -3.06 -1.28 -0.90
H -2.92 -1.27 3.94
H -4.69 -2.98 4.16
H -5.74 -3.95 2.15
H -5.05 -3.23 -0.11
N -1.00 0.17 -7.34
C -1.00 -0.02 -6.20
N -0.98 -0.24 -4.90
C -1.13 -0.02 -3.76
N -1.23 0.15 -2.54
Cl -2.65 3.00 2.37
C -1.41 3.23 1.22
C -0.27 3.92 1.59
C 0.72 4.20 0.65
C 0.59 3.77 -0.66
C -0.55 3.09 -1.05
C -1.59 2.83 -0.13
C -2.80 2.15 -0.63
H -0.17 4.27 2.61
H 1.58 4.78 0.95
H 1.36 4.01 -1.39
H -0.71 2.86 -2.09
H -3.08 2.42 -1.65
H -3.65 2.11 0.04
C 1.52 0.58 2.83
C 2.36 0.40 1.57
C 3.19 1.62 1.22
Sb 1.13 -0.31 -0.05
C 2.28 -0.29 -1.87
C 3.64 -0.94 -1.64
C 2.39 1.11 -2.46
C 0.85 -2.41 0.38
C 0.64 -3.18 -0.92
C 1.98 -2.97 1.23
H 2.18 0.83 3.67
H 0.97 -0.32 3.10
H 0.80 1.40 2.72
H 3.02 -0.46 1.70
H 2.57 2.49 1.05
H 3.82 1.47 0.35
H 3.85 1.85 2.06
H 1.68 -0.92 -2.53
H 4.25 -0.39 -0.93
H 4.19 -0.96 -2.58
H 3.56 -1.97 -1.29
H 2.96 1.78 -1.82
H 1.41 1.56 -2.65
H 2.92 1.06 -3.42
H -0.08 -2.42 0.96
H 1.55 -3.19 -1.53
H -0.17 -2.77 -1.52
H 0.39 -4.21 -0.69
H 2.95 -2.88 0.74
H 1.81 -4.03 1.40
H 2.05 -2.49 2.21



[2]
62
Properties=species:S:1:pos:R:3 method="wB97M-V/def2-TZVPD" multiplicity=1 homo_ev=-6.140 orbital_gap_ev=6.571 relative_energy_kj_mol=2204.3 e_tot_ha=-1397.59517
C 5.51 -0.59 -1.80
C 4.16 -0.99 -1.65
H 3.85 -1.64 -2.40
H 3.43 -0.13 -1.79
C 3.84 -1.74 -0.39
C 2.33 -2.17 0.01
N 1.39 -1.09 0.00
C 0.43 -1.04 -1.21
O 0.00 -2.13 -1.54
N -0.06 0.04 -1.60
C 0.58 1.51 -1.83
H 0.87 1.39 -3.00
H 1.54 1.18 -1.33
C -0.22 2.63 -1.57
H -0.19 2.82 -0.69
C -1.79 2.21 -1.81
C -2.43 1.76 -0.58
O -2.22 2.43 0.48
N -3.40 1.17 -0.79
H -3.70 0.60 -1.46
C -4.22 0.56 0.38
C -3.91 -0.76 0.89
C -4.52 -1.89 0.79
C -3.67 -3.00 1.22
C -2.39 -2.29 0.96
O -2.41 -1.10 1.01
C -1.04 -3.21 1.48
H -0.45 -2.20 2.11
H -0.57 -3.17 0.66
H -1.11 -4.04 2.02
H -3.82 -3.98 1.08
H -5.60 -2.13 0.42
H -3.82 1.25 1.31
H -5.28 0.51 0.32
C -1.81 1.10 -3.02
C -1.14 0.05 -2.49
H -0.80 -0.74 -3.55
H -1.92 -0.75 -1.74
H -2.82 1.05 -3.36
H -1.32 1.66 -3.78
H -2.11 3.08 -2.15
H -0.01 3.44 -1.98
C 1.67 0.04 0.76
C 0.73 0.75 1.29
C 0.98 1.94 2.12
C 2.57 1.96 2.58
C 3.48 1.09 2.14
C 3.22 0.07 1.20
O 4.14 -0.50 0.65
H 4.29 1.36 2.47
H 2.70 2.83 3.27
C 0.03 2.77 2.74
H -0.66 2.85 2.02
H 0.44 3.65 3.09
H -0.21 2.23 3.85
H -0.20 0.84 1.17
H 2.10 -2.89 -0.86
H 2.22 -2.52 1.01
H 4.56 -2.27 -0.06
H 5.72 -0.14 -2.57
H 6.17 -1.54 -1.93
H 5.84 0.10 -1.03



[3]
65
Properties=species:S:1:pos:R:3 method="wB97M-V/def2-TZVPD" multiplicity=1 homo_ev=-8.645 orbital_gap_ev=8.925 relative_energy_kj_mol=19.5 e_tot_ha=-1583.18791
O -0.63 -1.28 -3.95
O -1.97 -0.53 5.87
O -5.55 1.25 3.81
N 6.85 2.26 -4.91
O -0.48 -0.37 -1.84
O 4.14 0.48 -3.09
C -0.09 -0.54 -3.13
C -1.46 -0.27 4.79
C -4.50 0.86 4.30
C 6.91 3.56 -4.80
C 4.94 3.00 -3.90
C 5.63 1.90 -4.34
C -1.79 -4.63 1.69
C -2.64 -3.81 0.94
C -1.70 -4.47 3.08
C -3.40 -2.81 1.58
C -2.46 -3.47 3.72
C -3.31 -2.64 2.97
N 5.76 4.06 -4.19
N -4.09 1.26 5.50
N 1.01 0.19 -3.56
N -2.16 -0.06 3.67
C -1.63 -1.14 -1.46
C 0.04 -0.17 4.66
C -4.82 2.17 6.38
C 3.56 2.83 -3.28
C 5.03 0.52 -4.23
C 1.53 0.12 -4.91
C 1.80 1.02 -2.66
C 4.06 0.29 -5.38
C 2.78 1.00 -4.90
C 3.06 1.37 -3.43
C -4.13 -1.57 3.67
C -3.63 -0.12 3.48
H 7.74 4.17 -5.14
H -1.21 -5.41 1.20
H -2.72 -3.95 -0.13
H -1.05 -5.10 3.67
H -4.07 -2.18 1.00
H -2.38 -3.34 4.79
H 5.58 5.04 -3.99
H -3.25 0.82 5.87
H -1.62 0.14 2.84
H -1.43 -2.21 -1.57
H -1.87 -0.95 -0.41
H -2.50 -0.88 -2.07
H 0.31 0.82 4.30
H 0.49 -0.34 5.64
H 0.39 -0.94 3.96
H -5.49 1.59 7.02
H -4.12 2.73 7.00
H -5.42 2.87 5.79
H 2.86 3.52 -3.76
H 3.62 3.09 -2.22
H 5.82 -0.24 -4.17
H 0.81 0.49 -5.64
H 1.77 -0.92 -5.17
H 1.24 1.92 -2.38
H 2.05 0.47 -1.74
H 3.90 -0.78 -5.51
H 4.44 0.71 -6.32
H 2.60 1.90 -5.50
H -5.16 -1.63 3.31
H -4.15 -1.79 4.74
H -3.82 0.13 2.44



[4]
63
Properties=species:S:1:pos:R:3 method="wB97M-V/def2-TZVPD" charge=+3 multiplicity=6 homo_ev="-16.549 / -16.549" orbital_gap_ev="6.419 / 7.862" relative_energy_kj_mol=0.0 e_tot_ha=-2337.51238
Sm 0.00 -0.07 0.27
C 1.93 3.04 2.67
C 0.64 2.50 2.12
C 0.02 3.12 1.03
C -1.26 2.75 0.62
C -1.94 1.74 1.29
C -1.32 1.09 2.36
C -0.03 1.45 2.75
H 1.71 3.94 3.25
H 2.63 3.33 1.88
H 2.42 2.34 3.34
H 0.50 3.97 0.56
H -1.76 3.30 -0.17
H -2.98 1.55 1.06
H -1.89 0.39 2.97
H 0.40 1.01 3.64
N -2.62 -2.84 -2.07
C -3.75 -2.37 -1.39
C -5.10 -2.68 -1.54
C -5.96 -2.08 -0.64
C -5.48 -1.23 0.37
C -4.14 -0.93 0.50
C -3.26 -1.50 -0.43
N -1.86 -1.42 -0.57
C -1.54 -2.26 -1.54
C -0.16 -2.59 -1.91
C 0.25 -3.58 -2.74
S 1.95 -3.61 -2.79
C 2.02 -2.32 -1.71
N 0.86 -1.87 -1.31
H -2.64 -3.50 -2.83
H -5.46 -3.36 -2.30
H -7.02 -2.28 -0.70
H -6.18 -0.81 1.08
H -3.79 -0.31 1.31
H -0.33 -4.28 -3.30
H 2.97 -1.91 -1.38
C 3.33 0.12 0.99
C 2.92 -0.98 1.93
O 1.51 -1.25 1.76
C 1.05 -2.36 2.57
C -0.32 -2.78 2.11
H 4.41 0.24 1.00
H 2.89 1.08 1.28
H 3.04 -0.12 -0.03
H 3.09 -0.71 2.97
H 3.46 -1.90 1.72
H 1.05 -2.05 3.61
H 1.76 -3.18 2.46
H -1.02 -1.94 2.06
H -0.75 -3.48 2.83
H -0.29 -3.28 1.14
C 2.35 2.66 -4.17
N 2.22 2.97 -2.73
C 2.79 4.25 -2.24
C 1.64 2.15 -1.92
N 1.12 1.41 -1.19
H 1.95 3.50 -4.74
H 1.79 1.76 -4.41
H 3.40 2.52 -4.41
H 2.27 5.08 -2.72
H 3.84 4.28 -2.49
H 2.66 4.32 -1.16



[5]
68
Properties=species:S:1:pos:R:3 method="wB97M-V/def2-TZVPD" charge=+1 multiplicity=1 homo_ev=-10.790 orbital_gap_ev=8.650 relative_energy_kj_mol=11.4 e_tot_ha=-3197.62187
Pb -0.34 -0.56 0.07
O 2.59 1.96 2.04
C 1.66 1.21 1.78
N 0.97 1.16 0.63
C 1.27 2.20 -0.33
C 0.05 2.56 -1.14
C -0.03 3.80 -1.78
C -1.16 4.10 -2.52
C -2.19 3.17 -2.59
C -2.03 1.97 -1.93
N -0.93 1.67 -1.23
C 1.14 0.28 2.87
C 1.74 0.30 4.12
C 1.22 -0.51 5.12
C 0.13 -1.32 4.83
C -0.40 -1.29 3.55
N 0.10 -0.50 2.60
H 2.07 1.90 -1.02
H 1.64 3.08 0.19
H 0.78 4.50 -1.69
H -1.25 5.06 -3.02
H -3.10 3.37 -3.13
H -2.80 1.21 -1.94
H 2.59 0.95 4.28
H 1.66 -0.51 6.11
H -0.32 -1.96 5.58
H -1.23 -1.92 3.27
C -5.77 1.65 -1.00
C -4.70 1.37 -0.01
S -4.02 -0.22 0.34
C -4.00 2.16 0.83
C -4.01 3.62 1.09
S -2.98 0.99 1.69
H -5.44 1.41 -2.02
H -6.04 2.70 -0.97
H -6.66 1.06 -0.80
H -4.71 4.12 0.41
H -3.03 4.06 0.95
H -4.33 3.83 2.12
C 3.23 -4.03 4.41
C 2.47 -4.41 3.14
C 2.49 -3.35 2.10
N 1.46 -2.92 1.46
N 1.75 -1.94 0.55
C 3.02 -1.63 0.50
N 3.52 -0.70 -0.32
S 3.98 -2.54 1.61
H 3.15 -4.82 5.15
H 2.83 -3.11 4.84
H 4.29 -3.87 4.20
H 1.42 -4.61 3.36
H 2.90 -5.33 2.72
H 2.90 -0.32 -1.02
H 4.49 -0.44 -0.29
O 1.21 -0.42 -2.05
S 0.86 0.11 -3.44
C 1.87 -0.90 -4.57
C 1.00 -2.02 -5.14
C -0.21 -2.18 -4.22
C -0.65 -0.76 -3.90
H 2.67 -1.26 -3.92
H 2.29 -0.24 -5.33
H 1.56 -2.95 -5.22
H 0.67 -1.75 -6.15
H 0.07 -2.69 -3.30
H -1.01 -2.74 -4.69
H -1.35 -0.66 -3.07
H -1.06 -0.24 -4.77



[6]
64
Properties=species:S:1:pos:R:3 method="wB97M-V/def2-TZVPD" charge=+2 multiplicity=1 homo_ev=-12.622 orbital_gap_ev=7.317 e_tot_ha=-1409.12927
Y -0.39 0.79 -0.99
C 4.52 -3.30 -0.71
C 3.31 -2.56 -0.30
C 2.09 -3.28 -0.26
C 0.91 -2.62 0.04
C 0.95 -1.30 0.40
N -0.24 -0.62 0.68
C -0.49 -0.30 2.01
C 0.42 -0.59 3.01
C 0.20 -0.23 4.30
C -0.90 0.51 4.74
C -1.00 0.95 6.20
C -1.81 0.85 3.72
C -1.64 0.43 2.40
N -2.69 0.72 1.39
C -4.00 0.64 1.65
C -4.69 0.94 0.52
C -3.71 1.09 -0.45
N -2.46 0.95 0.14
C 2.16 -0.60 0.51
C 3.31 -1.21 0.05
N 2.20 0.79 0.88
C 3.12 1.41 1.64
C 2.96 2.76 1.45
C 1.95 2.85 0.48
N 1.49 1.66 0.13
H 4.78 -4.07 0.14
H 4.25 -3.85 -1.63
H 5.36 -2.64 -0.90
H 2.09 -4.31 -0.51
H -0.06 -3.05 0.01
H 1.31 -1.21 2.69
H 0.92 -0.53 5.06
H -0.33 0.50 6.92
H -0.81 2.02 6.24
H -2.04 0.88 6.49
H -2.73 1.38 3.96
H -4.32 0.39 2.64
H -5.74 0.92 0.36
H -3.86 1.25 -1.53
H 4.24 -0.65 -0.04
H 3.81 0.79 2.17
H 3.45 3.59 1.86
H 1.48 3.74 0.05
N 1.15 -0.11 -2.85
C 0.49 -0.98 -3.83
C -0.76 -1.56 -3.16
N -1.69 -0.48 -2.66
C -2.38 0.39 -3.64
C -1.60 1.63 -3.93
N -1.35 2.36 -2.67
H 1.62 0.66 -3.42
H 1.88 -0.59 -2.37
H 1.11 -1.78 -4.19
H 0.15 -0.43 -4.73
H -0.44 -2.14 -2.27
H -1.29 -2.20 -3.83
H -2.40 -0.86 -2.04
H -3.31 0.66 -3.20
H -2.73 -0.14 -4.50
H -2.14 2.29 -4.60
H -0.67 1.46 -4.47
H -2.20 2.70 -2.35
H -0.83 3.22 -2.90



[7]
63
Properties=species:S:1:pos:R:3 method="wB97M-V/def2-TZVPD" multiplicity=1 homo_ev=-7.456 orbital_gap_ev=7.691 relative_energy_kj_mol=235.3 e_tot_ha=-1514.56830
C -8.96 -1.34 1.52
H -9.54 -2.21 1.25
H -9.51 -0.42 1.29
H -8.73 -1.34 2.59
O -7.76 -1.40 0.76
C -6.90 -0.38 0.93
O -7.11 0.55 1.66
C -5.66 -0.59 0.10
H -5.93 -1.05 -0.85
C -4.89 0.71 -0.11
C -3.44 0.45 -0.45
O -2.84 -0.56 -0.18
O -2.90 1.48 -1.08
C -1.53 1.27 -1.45
C -0.73 0.95 -0.20
O -0.95 1.54 0.85
C 0.35 -0.02 -0.35
C 1.16 -0.28 0.72
N 2.15 -1.19 0.70
C 2.38 -1.91 -0.47
C 1.60 -1.69 -1.56
C 0.52 -0.76 -1.57
C -0.34 -0.63 -2.63
C -1.49 0.22 -2.59
O -2.40 0.20 -3.40
H -0.24 -1.26 -3.49
H 1.79 -2.25 -2.46
C 3.46 -2.93 -0.46
C 3.22 -4.27 0.19
C 3.35 -4.17 -1.29
H 4.25 -4.54 -1.76
H 2.46 -4.32 -1.88
H 2.24 -4.47 0.60
H 4.03 -4.71 0.76
H 4.45 -2.51 -0.35
C 2.96 -1.39 1.88
H 2.36 -1.11 2.75
H 3.22 -2.45 1.96
C 4.25 -0.56 1.88
C 4.01 0.95 1.99
O 3.46 1.42 0.79
C 3.35 2.83 0.69
C 4.67 3.46 0.22
H 5.48 3.23 0.91
H 4.92 3.07 -0.76
H 4.56 4.54 0.16
C 2.22 3.13 -0.28
H 2.15 4.20 -0.45
H 1.28 2.77 0.12
H 2.42 2.63 -1.23
H 3.09 3.24 1.69
H 3.34 1.17 2.83
H 4.98 1.44 2.20
H 4.86 -0.88 2.72
H 4.81 -0.74 0.96
H 1.01 0.26 1.64
C -1.02 2.59 -2.04
H -1.09 3.37 -1.28
H -1.65 2.86 -2.89
H 0.01 2.48 -2.36
H -4.91 1.29 0.82
H -5.33 1.33 -0.89
H -5.01 -1.29 0.63